# 1
DFT (wB97M-V/def2-TZVPD) results for 2 unconnected molecules or ions with the total composition C5H8O at a distorted geometry.

```
14
Properties=species:S:1:pos:R:3:forces:R:3:nbo_charge:R:1
C 0.7751 1.1879 1.9667 0.074 -0.089 -0.036 -0.4158
C 1.5461 0.2688 1.3942 -0.059 0.129 0.108 -0.3760
C 0.5391 -0.7856 -1.0852 0.333 0.632 0.153 0.2682
C -0.8755 -1.2227 -0.8516 0.202 -0.464 -0.226 -0.5847
C -1.2856 0.1009 -1.4830 -0.207 -0.177 -0.166 -0.0841
O 0.1109 0.2293 -1.8616 0.337 0.155 0.205 -0.4882
H 0.8304 2.2357 1.6807 -0.007 -0.151 0.020 0.1929
H 0.0693 0.9336 2.7542 0.091 0.017 -0.120 0.1901
H 1.4984 -0.7801 1.6767 0.005 0.172 -0.014 0.1970
H 2.2524 0.5153 0.6073 -0.088 -0.006 0.149 0.2096
H -1.3524 -1.7438 -0.0205 0.390 0.269 0.000 0.2386
H -0.5946 -1.9626 -1.6515 -1.276 -0.080 0.006 0.2607
H -1.9757 0.1017 -2.3297 0.148 0.049 -0.041 0.1892
H -1.5379 0.9218 -0.7967 0.056 -0.455 -0.037 0.2025
```
Positions in Å, forces in eV/Å.

Properties
Kohn-Sham gap in eV: 9.664
E_tot in Ha: -270.3697
Relative energy (zero: lowest compared OMol25 entry of this formula, charge and spin) in kJ/mol: 494.00



# 2
DFT (wB97M-V/def2-TZVPD) results for C5H8O in the gas phase at a distorted geometry.

```
14
Properties=species:S:1:pos:R:3:forces:R:3:nbo_charge:R:1
C -0.8269 0.4725 1.1531 -0.141 0.037 -0.212 -0.4305
C -0.1501 -0.7831 0.7023 -0.029 -0.094 -0.128 -0.2751
C -0.2864 -1.0985 -0.7755 0.122 -0.318 -0.074 -0.0668
O -0.4575 0.1355 -1.4382 -0.003 0.244 0.335 -0.5278
C 0.6631 0.8561 -0.9505 -0.003 0.571 1.007 -0.0861
C 0.6217 0.4996 0.6737 0.156 0.214 -0.841 -0.2585
H -1.5534 0.8866 0.4642 -0.043 0.002 0.095 0.2258
H -1.0877 0.6132 2.2060 0.465 -0.074 -0.361 0.2235
H 0.0701 -1.6167 1.3663 0.036 0.321 -0.034 0.2253
H -1.0921 -1.7821 -1.0530 0.275 0.019 -0.096 0.1971
H 0.7402 -1.3884 -1.0635 -0.511 -1.106 -0.171 0.1623
H 0.4974 1.9169 -1.0936 -0.261 0.234 0.035 0.1922
H 1.4987 0.6059 -1.6629 0.024 -0.181 1.555 0.1860
H 1.3630 0.6824 1.4716 -0.087 0.132 -1.112 0.2326
```
Positions in Å, forces in eV/Å.

Properties
SMILES: C1OC[C@H]2C[C@@H]12
Kohn-Sham gap in eV: 11.066
E_tot in Ha: -270.4786
Relative energy (zero: lowest compared OMol25 entry of this formula, charge and spin) in kJ/mol: 208.19



# 3
DFT (wB97M-V/def2-TZVPD) results for C5H8O in the gas phase at a distorted geometry.

```
14
Properties=species:S:1:pos:R:3:forces:R:3:nbo_charge:R:1
C -0.2217 2.0616 -0.7907 1.850 -2.527 -0.178 -0.6198
C -0.0484 0.4195 -0.7852 0.813 2.441 0.108 -0.2846
C -0.1760 -0.1351 0.4342 -2.060 -2.040 -0.855 0.2819
O -0.8017 0.5600 1.4430 -1.929 2.178 0.555 -0.7220
C 0.0237 -1.6714 0.8189 2.441 0.464 -0.095 -0.2163
C 0.8155 -2.5215 0.0718 -1.390 2.521 2.462 -0.3859
H 0.6205 2.6296 -0.3056 -0.394 -0.948 -0.643 0.2205
H -0.3509 2.3855 -1.8018 -0.074 0.347 -0.522 0.2138
H -1.0466 2.3506 -0.2071 -1.434 0.349 0.389 0.1769
H 0.2940 -0.0899 -1.7326 -0.351 0.592 1.489 0.2200
H -1.5238 1.3523 1.2130 3.240 -3.419 0.151 0.4976
H -0.0797 -1.9380 1.9039 -0.574 0.511 -1.151 0.2135
H 1.3422 -3.3487 0.5546 -0.647 -0.065 -0.570 0.2134
H 1.1530 -2.0544 -0.8163 0.509 -0.402 -1.140 0.1911
```
Positions in Å, forces in eV/Å.

Properties
SMILES: C=C/C(O)=C/C
Kohn-Sham gap in eV: 9.088
E_tot in Ha: -270.4416
Relative energy (zero: lowest compared OMol25 entry of this formula, charge and spin) in kJ/mol: 305.41



# 4
DFT (wB97M-V/def2-TZVPD) results for 2 unconnected molecules or ions with the total composition C5H8O at a distorted geometry.

```
14
Properties=species:S:1:pos:R:3:forces:R:3:nbo_charge:R:1
C 1.8836 0.5387 -0.0744 -0.035 0.064 -0.061 -0.6355
C 0.7578 -0.1106 0.7015 0.089 -0.017 0.069 -0.1698
C -0.5650 0.4355 0.9470 0.204 0.188 0.024 -0.4068
C -0.4438 -0.8451 -0.0184 -0.107 -0.203 -0.204 -0.5051
C -0.6887 -0.5004 -1.3015 -0.099 0.354 -0.829 0.8284
O -0.9449 -0.1633 -2.3769 0.312 -0.368 1.146 -0.3995
H 1.5003 1.1412 -0.9057 0.043 -0.061 0.101 0.2073
H 2.4174 1.2134 0.6046 -0.076 -0.084 -0.122 0.2305
H 2.6084 -0.1836 -0.4652 -0.131 0.062 0.066 0.2149
H 1.1114 -0.8212 1.4542 -0.044 0.065 -0.123 0.2140
H -0.7456 1.3374 0.3367 0.056 -0.138 0.042 0.1563
H -2.7939 -0.0114 0.6696 -0.150 -0.031 -0.066 0.0352
H -0.8213 -1.8165 0.2963 0.072 0.150 -0.085 0.2837
H -3.2755 -0.2140 0.1323 -0.134 0.019 0.043 -0.0537
```
Positions in Å, forces in eV/Å.

Properties
Kohn-Sham gap in eV: 7.900
E_tot in Ha: -270.3672
Relative energy (zero: lowest compared OMol25 entry of this formula, charge and spin) in kJ/mol: 500.67



# 5
DFT (wB97M-V/def2-TZVPD) results for C5H8O in the gas phase.

```
14
Properties=species:S:1:pos:R:3:forces:R:3:nbo_charge:R:1
O -0.3076 -2.1601 0.0292 -0.052 -0.042 0.070 -0.7104
C 0.0828 -0.8504 -0.3427 0.084 0.447 -0.151 0.1146
C -1.0931 0.1017 -0.7134 0.057 -0.080 -0.031 -0.4575
C -0.6283 1.4290 -0.1539 0.135 0.001 0.081 -0.1806
C 0.4378 1.3038 0.6336 -0.122 0.072 -0.086 -0.1914
C 0.8585 -0.1320 0.7779 0.036 -0.036 0.032 -0.4719
H 0.4657 -2.5653 0.4482 -0.331 -0.003 -0.167 0.4657
H 0.7177 -0.9046 -1.2406 0.011 -0.008 0.171 0.1548
H -2.0716 -0.1789 -0.2980 0.320 -0.194 0.109 0.2229
H -1.2268 0.1382 -1.8014 -0.011 0.011 0.175 0.2124
H -1.1353 2.3705 -0.3545 0.088 -0.196 -0.026 0.2102
H 0.9411 2.1162 1.1500 -0.140 -0.076 -0.068 0.2102
H 1.9417 -0.2837 0.7029 -0.129 0.033 -0.013 0.2085
H 0.5375 -0.5339 1.7506 0.053 0.073 -0.098 0.2124
```
Positions in Å, forces in eV/Å.

Properties
SMILES: OC1CC=CC1
Kohn-Sham gap in eV: 10.302
E_tot in Ha: -270.5269
Relative energy (zero: lowest compared OMol25 entry of this formula, charge and spin) in kJ/mol: 81.31



# 6
DFT (wB97M-V/def2-TZVPD) results for C5H8O in the gas phase.

```
14
Properties=species:S:1:pos:R:3:forces:R:3:nbo_charge:R:1
O 2.0147 0.1501 -1.3021 -0.035 0.038 0.468 -0.5299
C 1.8195 0.3713 -0.1291 -0.001 -0.025 -0.285 0.4485
C 0.5599 -0.0124 0.5971 0.139 -0.061 0.037 -0.3369
C -0.2361 -1.1749 -0.0393 0.002 -0.187 -0.008 -0.3944
C -1.3595 -0.1994 -0.4514 -0.168 -0.007 -0.098 -0.4016
C -0.6140 0.9618 0.2438 -0.060 0.223 0.026 -0.3776
H 2.5718 0.9323 0.4657 -0.050 -0.016 -0.083 0.1073
H 0.7560 -0.1028 1.6703 0.010 0.034 -0.174 0.2136
H 0.2826 -1.6545 -0.8728 -0.061 0.074 0.137 0.2260
H -0.5421 -1.9360 0.6829 0.054 0.105 -0.102 0.2079
H -1.4570 -0.0726 -1.5323 -0.008 -0.018 0.152 0.2113
H -2.3439 -0.4255 -0.0334 0.128 0.044 -0.081 0.2043
H -0.3336 1.7860 -0.4195 -0.026 -0.119 0.134 0.2110
H -1.1182 1.3767 1.1201 0.076 -0.083 -0.122 0.2103
```
Positions in Å, forces in eV/Å.

Properties
SMILES: O=CC1CCC1
Kohn-Sham gap in eV: 10.823
E_tot in Ha: -270.5133
Relative energy (zero: lowest compared OMol25 entry of this formula, charge and spin) in kJ/mol: 117.19



# 7
DFT (wB97M-V/def2-TZVPD) results for a molecular structure, C5H8O.

```
14
Properties=species:S:1:pos:R:3:forces:R:3:nbo_charge:R:1
C 1.8887 -0.3225 0.3776 -0.060 0.046 0.068 -0.6491
C 0.9291 0.7180 -0.1437 0.002 0.071 0.094 -0.1384
O -0.5246 -1.0486 -1.3300 0.014 0.035 0.038 -0.7238
C -1.6329 -0.8801 -0.7644 -0.308 -0.100 -0.040 0.1331
C -1.5637 0.5915 0.4889 0.258 0.271 0.131 -0.2495
C -0.3428 0.9041 0.3611 -0.380 -0.494 -0.265 -0.1286
H 1.7529 -1.1923 -0.2760 0.020 0.158 0.081 0.2807
H 2.9333 0.0022 0.3386 -0.231 0.012 0.013 0.2173
H 1.6300 -0.6293 1.3938 0.028 0.069 -0.140 0.2276
H 1.2223 1.3099 -1.0138 -0.165 -0.061 0.239 0.2496
H -2.4969 -0.4772 -1.3385 0.225 -0.040 0.080 0.1193
H -1.9710 -1.5907 0.0233 0.134 0.113 -0.138 0.1188
H -2.4098 0.9152 1.0731 0.137 0.013 -0.016 0.2393
H 0.5856 1.6998 0.8100 0.326 -0.094 -0.144 0.3036
```
Positions in Å, forces in eV/Å.

Properties
Kohn-Sham gap in eV: 8.870
E_tot in Ha: -270.3439
Relative energy (zero: lowest compared OMol25 entry of this formula, charge and spin) in kJ/mol: 561.92



# 8
DFT (wB97M-V/def2-TZVPD) results for C5H8O in the gas phase at a distorted geometry.

```
14
Properties=species:S:1:pos:R:3:forces:R:3:nbo_charge:R:1
O 1.2187 -1.4385 0.0204 0.256 0.014 0.004 -0.7053
C 0.8682 -0.4986 0.9936 -0.067 0.132 0.408 0.0743
C 0.4734 0.9161 0.6412 -0.256 0.156 0.090 -0.2741
C -0.0668 0.9538 -0.7613 -1.131 -2.229 0.146 -0.4533
C -1.2608 -0.2676 -0.1952 0.634 -0.504 0.108 -0.3787
C -0.5538 -0.1007 1.1068 -0.180 -0.469 0.630 -0.2486
H 2.0748 -1.1822 -0.3454 -0.137 -0.099 0.058 0.4718
H 1.3621 -0.6393 1.9530 0.086 0.175 -0.141 0.1827
H 0.8720 1.7404 1.2342 -0.088 -0.088 -0.354 0.2161
H 0.6005 0.5668 -1.5286 -0.468 0.247 -0.252 0.2013
H -1.1069 1.1056 -1.0041 0.241 2.921 -0.705 0.2722
H -2.3358 0.0309 -0.1314 0.966 0.318 -0.458 0.2050
H -1.1913 -1.2053 -0.7327 0.132 -0.291 0.268 0.2218
H -1.0671 -0.0464 2.0532 0.012 -0.281 0.198 0.2147
```
Positions in Å, forces in eV/Å.

Properties
SMILES: O[C@H]1[C@H]2CC[C@@H]12
Kohn-Sham gap in eV: 9.461
E_tot in Ha: -270.4024
Relative energy (zero: lowest compared OMol25 entry of this formula, charge and spin) in kJ/mol: 408.26



# 9
DFT (wB97M-V/def2-TZVPD) results for C5H8O in the gas phase.

```
14
Properties=species:S:1:pos:R:3:forces:R:3:nbo_charge:R:1
C 0.9141 0.9108 2.2021 0.160 -0.145 0.214 -0.2616
O 0.0771 1.6962 1.3908 -0.044 0.040 -0.016 -0.5310
C 0.1850 1.3576 0.0264 -0.026 -0.022 -0.271 -0.1739
C -0.2497 -0.0091 -0.3183 0.144 -0.128 -0.399 0.0287
C -0.1889 -0.7156 -1.4017 -0.215 0.139 0.351 -0.3902
C -0.6435 -1.4790 -2.4658 -0.076 -0.054 -0.015 -0.3867
H 1.9757 1.0533 1.9383 -0.154 -0.006 0.025 0.1568
H 0.7588 1.2328 3.2343 0.029 -0.062 -0.146 0.1937
H 0.6716 -0.1575 2.1110 0.027 0.162 0.014 0.1839
H -0.4442 2.0829 -0.5055 0.072 -0.106 0.044 0.2177
H 1.2283 1.5164 -0.3119 -0.158 -0.074 0.037 0.1860
H 0.0251 -2.1634 -2.9804 -0.060 0.165 0.118 0.2088
H -1.6469 -1.3599 -2.8741 0.147 0.018 0.082 0.2125
H 0.5927 -0.5003 -2.2431 0.156 0.071 -0.038 0.3552
```
Positions in Å, forces in eV/Å.

Properties
Kohn-Sham gap (alpha / beta) in eV: 7.617 / 7.621
E_tot in Ha: -270.3362
Relative energy (zero: lowest compared OMol25 entry of this formula, charge and spin) in kJ/mol: 582.10



# 10
DFT (wB97M-V/def2-TZVPD) results for 2 unconnected molecules or ions with the total composition C5H8O at a distorted geometry.

```
14
Properties=species:S:1:pos:R:3:forces:R:3:nbo_charge:R:1
C -1.7897 0.4636 -0.2435 -0.205 0.084 -0.020 -0.6332
C -0.4023 0.0027 -0.0815 -0.756 -0.064 0.065 -0.0445
C 0.7284 0.6529 -0.4345 0.950 -0.487 0.387 -0.3068
C 1.8041 -0.1769 -0.0063 0.290 0.684 -0.896 0.1575
O 1.3678 -1.3143 0.5310 -0.579 -0.875 0.497 -0.4643
C -0.0730 -1.3435 0.4595 0.303 -0.032 -0.200 -0.0989
H -2.3058 -0.1687 -0.9731 -0.212 0.132 0.037 0.2145
H -1.7858 1.4974 -0.5898 -0.231 -0.062 -0.031 0.2219
H -2.3313 0.4064 0.7071 -0.096 0.041 -0.128 0.2146
H 0.7888 1.6603 -0.8414 0.081 -0.515 -0.060 0.2443
H 2.0072 2.3677 0.5447 0.288 -0.050 0.264 -0.0913
H 2.8528 -0.2817 -0.2545 -0.062 0.803 0.000 0.2049
H -0.4977 -1.6265 1.4319 0.145 0.287 -0.019 0.1942
H -0.3636 -2.1393 -0.2496 0.084 0.053 0.103 0.1872
```
Positions in Å, forces in eV/Å.

Properties
Kohn-Sham gap (alpha / beta) in eV: 9.765 / 6.073
E_tot in Ha: -270.3746
Relative energy (zero: lowest compared OMol25 entry of this formula, charge and spin) in kJ/mol: 481.16



# 11
DFT (wB97M-V/def2-TZVPD) results for 2 unconnected molecules or ions with the total composition C5H8O.

```
14
Properties=species:S:1:pos:R:3:forces:R:3:nbo_charge:R:1
O -2.0036 -0.4602 -1.0717 0.092 -0.290 -0.064 -0.6508
C -0.8217 -0.3154 -0.4578 0.131 0.092 0.080 0.4869
C -0.0585 0.9530 -0.6680 -0.009 -0.073 0.003 -0.4945
C 1.0333 0.7635 0.3768 -0.004 0.075 0.050 -0.4703
C 0.5523 -0.2129 1.3172 0.014 0.045 -0.044 -0.0965
C -0.4492 -0.9550 0.7352 0.001 0.061 -0.054 -0.3613
H -2.6017 -0.9498 -0.4864 0.211 -0.169 -0.353 0.4894
H 1.2816 -0.9697 -1.3137 -0.319 0.425 0.583 -0.3086
H 0.3762 0.9800 -1.6659 -0.275 0.228 0.059 0.2631
H -0.7058 1.8293 -0.5358 0.041 -0.166 0.335 0.2336
H 1.7163 0.0250 -0.3512 -0.096 -0.266 -0.126 0.2223
H 1.4953 1.6661 0.7769 0.393 -0.317 -0.341 0.2398
H 1.0430 -0.4565 2.2547 -0.096 0.068 -0.155 0.2178
H -0.8577 -1.8975 1.0896 -0.082 0.287 0.026 0.2289
```
Positions in Å, forces in eV/Å.

Properties
Kohn-Sham gap (alpha / beta) in eV: 7.592 / 7.317
E_tot in Ha: -270.3894
Relative energy (zero: lowest compared OMol25 entry of this formula, charge and spin) in kJ/mol: 442.47



# 12
DFT (wB97M-V/def2-TZVPD) results for C5H8O in the gas phase.

```
14
Properties=species:S:1:pos:R:3:forces:R:3:nbo_charge:R:1
C 0.6162 1.0455 0.9371 0.018 0.018 -0.031 -0.6038
C 0.0933 0.0932 -0.1273 0.129 -0.029 0.008 -0.2359
C 0.7249 -1.3031 -0.0974 0.046 0.108 0.115 -0.6014
C 0.1743 0.5973 -1.5879 -0.280 -0.087 0.148 0.2979
O -1.1344 0.4304 -1.7591 0.180 0.147 -0.159 -0.4669
C -1.4245 0.0734 -0.3794 -0.082 -0.045 0.137 -0.0753
H 1.7071 1.1153 0.8786 -0.142 -0.023 -0.005 0.2228
H 0.3490 0.7150 1.9484 0.023 -0.016 -0.177 0.2133
H 0.2117 2.0543 0.7935 0.042 -0.149 0.031 0.2144
H 1.8078 -1.2249 0.0327 -0.122 0.007 -0.023 0.2220
H 0.3194 -1.9179 0.7111 0.029 0.124 0.006 0.2135
H 0.5477 -1.8256 -1.0396 -0.038 -0.041 0.027 0.2195
H -1.9627 -0.8777 -0.3003 0.113 0.143 -0.076 0.1887
H -2.0003 0.8796 0.0846 0.084 -0.158 -0.002 0.1913
```
Positions in Å, forces in eV/Å.

Properties
Kohn-Sham gap in eV: 9.379
E_tot in Ha: -270.4322
Relative energy (zero: lowest compared OMol25 entry of this formula, charge and spin) in kJ/mol: 329.91